No. 1
75
Properties=species:S:1:pos:R:3:forces:R:3:mulliken_charge:R:1 method="wB97M-V/def2-TZVPD" homo_lumo_gap_ev=7.8 total_energy_ha=-2807.3078
Pt 1.666 -0.677 0.225 0.023 -0.613 -1.018 -0.2268
C 1.788 -0.968 4.054 0.044 -0.056 -0.004 -1.2039
C 2.925 -0.680 3.142 0.061 0.029 0.052 0.1393
N 2.920 -0.557 1.822 0.008 -0.040 0.061 -0.0062
C 4.178 -0.142 1.432 -0.027 -0.036 0.016 0.2111
C 4.970 -0.058 2.530 -0.062 0.042 0.056 0.1789
N 4.166 -0.408 3.586 -0.022 0.071 -0.026 -0.0458
C 6.379 0.341 2.794 -0.011 -0.003 -0.021 0.4885
O 7.086 0.720 1.759 -0.039 -0.001 -0.015 -0.5497
O 6.788 0.296 3.931 0.015 0.001 0.001 -0.6267
C 4.426 0.202 0.004 0.098 0.024 -0.083 0.8148
O 5.551 0.592 -0.323 -0.041 -0.034 0.002 -0.9115
O 3.421 0.061 -0.765 -0.016 0.359 0.177 -0.7273
H 0.912 -1.262 3.489 -0.017 0.010 -0.028 0.1056
H 1.551 -0.070 4.628 0.011 -0.007 0.019 0.3305
H 2.049 -1.763 4.752 -0.013 -0.015 -0.005 0.4406
H 4.496 -0.398 4.540 -0.012 -0.010 0.000 0.2459
H 6.537 0.698 0.904 0.046 -0.025 0.015 0.4643
C -4.552 3.130 -0.991 0.042 -0.008 0.009 -1.6186
C -3.347 2.805 -0.150 -0.012 0.016 -0.032 1.0495
C -2.195 3.582 -0.217 -0.009 -0.025 -0.043 -0.7298
C -1.072 3.272 0.536 0.022 0.001 -0.041 -0.7095
C -1.114 2.180 1.383 -0.008 -0.077 -0.034 0.2318
C -2.250 1.386 1.468 -0.016 0.050 0.106 -0.7339
C -3.360 1.703 0.704 0.017 0.004 0.011 -0.6211
S 0.311 1.770 2.379 0.133 0.113 0.047 1.1429
C -0.160 2.782 3.795 0.000 -0.041 0.037 -1.2799
O 1.507 2.445 1.798 -0.125 -0.088 -0.005 -0.7316
H -4.405 4.054 -1.548 0.002 0.008 -0.002 0.3560
H -5.443 3.240 -0.373 -0.008 0.001 0.003 0.4104
H -4.747 2.334 -1.711 0.001 -0.006 -0.006 0.3264
H -2.173 4.438 -0.879 0.015 0.026 -0.052 0.2726
H -0.160 3.853 0.466 0.009 -0.001 0.003 0.4773
H -2.261 0.522 2.126 -0.015 0.072 -0.029 0.5219
H -4.248 1.085 0.765 -0.018 -0.009 0.003 0.4318
H -0.316 3.806 3.460 0.015 0.013 -0.011 0.4075
H 0.666 2.737 4.503 -0.008 -0.003 0.016 0.4282
H -1.067 2.376 4.243 -0.010 0.015 -0.004 0.3711
C -1.439 -3.844 2.066 0.030 -0.004 -0.006 -0.6925
C -1.937 -2.692 1.475 0.046 0.049 -0.006 -0.5337
C -1.068 -1.727 0.977 -0.093 -0.031 0.026 -0.7606
C 0.313 -1.883 1.073 -0.125 0.303 -0.099 0.9841
C 0.802 -3.053 1.661 -0.169 -0.119 0.001 -0.3271
C -0.064 -4.024 2.148 -0.007 0.033 0.012 -0.7583
H -2.113 -4.599 2.448 -0.003 -0.012 0.000 0.3776
H -3.006 -2.544 1.386 -0.028 -0.018 0.010 0.4183
H -1.476 -0.846 0.491 0.061 -0.096 0.007 1.0177
H 1.870 -3.227 1.728 0.044 0.030 0.013 0.4550
H 0.342 -4.925 2.592 -0.019 -0.016 0.006 0.4482
N -2.429 -6.827 -3.908 0.006 0.001 0.003 -0.5139
C -1.930 -5.861 -3.536 0.064 0.147 0.047 -0.0901
C -1.312 -4.644 -3.069 -0.013 -0.107 -0.026 0.5882
C -2.021 -3.447 -3.111 0.009 0.007 -0.007 -1.0916
C -1.432 -2.285 -2.648 -0.049 0.033 0.025 -0.0923
C -0.130 -2.307 -2.149 0.195 -0.010 0.275 1.5476
C 0.576 -3.509 -2.109 -0.024 0.032 0.032 -0.1809
C -0.012 -4.672 -2.567 0.010 -0.040 -0.007 -0.9324
C 0.474 -1.088 -1.660 0.127 0.442 0.491 0.4810
C 0.768 0.117 -1.537 0.063 -0.260 -0.312 -1.0575
H -3.031 -3.437 -3.496 -0.007 0.016 0.005 0.4529
H -1.986 -1.356 -2.649 -0.046 -0.060 0.028 0.6562
H 1.580 -3.519 -1.706 -0.005 -0.010 0.000 0.5055
H 0.529 -5.608 -2.536 0.004 0.000 0.004 0.4701
S 1.224 1.703 -2.011 -0.203 -0.045 0.260 -0.1801
C -0.159 2.215 -3.004 0.051 -0.161 -0.037 0.7094
C -1.079 1.345 -3.576 0.004 0.015 0.054 -0.5183
C -2.087 1.847 -4.385 -0.006 0.015 -0.006 -0.5422
C -2.165 3.206 -4.653 -0.030 -0.012 -0.011 -0.5500
C -1.231 4.068 -4.098 0.018 0.002 0.083 -0.6307
C -0.236 3.578 -3.265 -0.027 0.045 0.018 -0.7931
H -1.005 0.282 -3.397 0.038 0.063 -0.037 0.3494
H -2.805 1.166 -4.824 -0.001 -0.011 -0.002 0.4515
H -2.946 3.589 -5.296 0.000 0.003 -0.001 0.4051
H -1.280 5.129 -4.303 0.004 0.005 0.000 0.3926
H 0.480 4.254 -2.811 0.013 0.016 -0.020 0.4103

---

No. 2
82
Properties=species:S:1:pos:R:3:forces:R:3:mulliken_charge:R:1 method="wB97M-V/def2-TZVPD" homo_lumo_gap_ev="4.1 / 5.1" spin_multiplicity=2 s2=0.775 total_energy_ha=-8855.1010 charge=-2
Hg -0.126 0.036 0.841 -0.076 0.066 -0.095 1.3659
O -2.777 -4.310 2.230 0.026 0.034 0.007 -0.7727
C -2.486 -4.978 1.102 0.007 -0.018 -0.001 0.2794
C -3.269 -6.081 0.752 0.009 -0.024 0.008 -0.7829
C -2.994 -6.802 -0.396 -0.005 -0.011 0.023 -0.2790
C -1.930 -6.437 -1.216 0.001 -0.003 -0.004 -1.0472
C -1.161 -5.336 -0.876 -0.004 -0.001 -0.004 -0.4493
C -1.419 -4.586 0.269 -0.046 0.002 0.011 0.7661
C -0.622 -3.368 0.609 -0.029 0.057 0.008 0.6714
O -0.920 -2.735 1.697 0.015 -0.024 -0.014 -1.2605
N 0.306 -3.038 -0.245 -0.130 0.038 -0.024 -0.8752
N 0.894 -1.825 0.026 0.192 0.048 0.134 1.2168
C 2.053 -1.614 -0.575 0.054 0.021 0.000 -1.7097
C 2.717 -0.383 -0.451 -0.002 0.031 0.022 1.0388
C 3.989 -0.136 -1.038 -0.004 -0.030 -0.009 -1.0619
C 4.600 1.070 -0.866 -0.012 0.026 0.021 -0.1421
C 3.957 2.071 -0.097 0.029 0.003 -0.015 -0.9413
C 2.720 1.778 0.436 -0.047 -0.048 0.005 -0.4181
N 2.103 0.607 0.276 -0.009 -0.003 -0.015 0.1682
H -2.117 -3.531 2.227 -0.004 -0.005 0.007 0.2879
H -4.096 -6.343 1.399 0.004 -0.007 0.008 0.4349
H -3.615 -7.652 -0.655 0.000 -0.002 0.003 0.3697
H -1.709 -7.002 -2.114 0.000 0.001 0.000 0.4019
H -0.333 -5.021 -1.498 -0.001 0.000 0.001 0.4070
H 2.494 -2.411 -1.169 -0.013 -0.009 0.007 0.1977
H 4.452 -0.926 -1.620 0.005 0.005 -0.002 0.3706
H 5.570 1.259 -1.314 0.000 -0.001 -0.001 0.3650
H 4.405 3.041 0.069 0.005 -0.001 -0.003 0.4129
H 2.166 2.505 1.021 0.007 0.008 -0.005 0.3107
Br -4.679 -1.651 -5.469 0.001 -0.003 0.002 -0.2434
C -3.405 -1.256 -4.110 -0.010 0.025 -0.011 0.1098
C -2.722 -2.282 -3.491 0.021 -0.013 0.017 -0.8383
C -1.791 -1.923 -2.522 -0.009 -0.011 0.004 -0.2812
N -1.547 -0.668 -2.167 0.051 -0.089 0.005 0.1714
C -2.223 0.305 -2.770 -0.020 -0.002 -0.026 0.1703
C -3.170 0.058 -3.766 0.000 -0.020 -0.005 -0.7221
C -1.931 1.693 -2.321 0.036 0.061 0.017 0.6760
C -2.949 2.634 -2.261 0.006 0.020 0.005 -0.7320
C -2.639 3.883 -1.754 -0.003 -0.016 -0.009 -0.0491
Br -3.982 5.215 -1.684 -0.003 0.003 0.001 -0.1950
C -1.368 4.151 -1.300 0.008 -0.012 -0.002 -0.4634
C -0.420 3.140 -1.435 0.008 0.016 0.015 -0.1701
N -0.676 1.945 -1.947 -0.054 0.002 -0.011 -0.2920
H -2.897 -3.320 -3.737 0.001 0.000 -0.001 0.4915
H -1.213 -2.680 -2.001 0.009 0.001 0.017 0.4843
H -3.686 0.869 -4.259 0.001 0.002 -0.001 0.5230
H -3.962 2.386 -2.544 -0.003 0.005 0.001 0.4571
H -1.118 5.082 -0.814 -0.005 0.003 -0.002 0.3650
H 0.593 3.309 -1.091 0.005 -0.004 0.003 0.3950
S -3.150 3.814 1.784 0.026 -0.013 0.000 -0.3884
C -1.804 2.802 1.675 -0.012 0.034 0.010 -0.0010
S -2.202 1.140 1.206 0.017 0.013 -0.010 -0.3859
S -0.205 3.276 1.964 -0.021 -0.128 -0.010 -0.3824
C 1.070 -5.272 2.594 0.011 0.005 -0.012 -0.8853
C 1.956 -4.849 3.757 -0.001 -0.010 0.009 0.2742
C 2.289 -3.360 3.771 0.008 0.002 -0.012 -1.0279
N 1.142 -2.459 3.714 -0.057 -0.026 0.020 0.8467
C 1.014 -1.341 4.444 0.191 0.041 -0.228 -0.0974
S 0.430 0.093 3.866 -0.151 -0.008 0.163 -0.3006
N 1.476 -1.379 5.775 -0.010 -0.104 0.023 0.0202
C 1.360 -2.324 6.771 0.043 0.001 0.020 -0.1228
O 1.914 -2.131 7.841 -0.015 0.011 0.006 -0.6892
C 0.540 -3.557 6.555 -0.009 0.016 0.016 0.4277
C 0.951 -4.708 7.221 -0.005 -0.006 -0.002 -0.4794
C 0.252 -5.893 7.059 0.002 0.008 -0.004 -0.5235
C -0.871 -5.925 6.241 -0.006 0.004 0.000 -0.4075
C -1.309 -4.770 5.610 -0.016 -0.017 -0.001 -0.5635
C -0.609 -3.583 5.771 -0.021 0.003 -0.005 0.1330
H 0.973 -6.358 2.553 -0.002 -0.002 0.004 0.5062
H 1.466 -4.928 1.635 -0.004 -0.001 0.001 0.2466
H 0.069 -4.854 2.701 -0.001 0.002 0.002 -0.0401
H 2.915 -5.377 3.709 -0.002 -0.004 0.004 0.4498
H 1.488 -5.140 4.697 -0.001 0.007 -0.007 -0.3457
H 2.919 -3.133 2.902 -0.008 0.005 -0.006 0.4553
H 2.873 -3.118 4.660 0.007 0.004 0.000 0.4857
H 0.601 -2.441 2.839 0.028 0.012 -0.011 -0.6726
H 1.749 -0.474 6.130 0.013 0.010 -0.038 0.3031
H 1.830 -4.656 7.850 0.000 -0.001 0.000 0.4109
H 0.588 -6.792 7.560 -0.001 -0.001 -0.001 0.3659
H -1.409 -6.854 6.094 0.002 -0.002 0.002 0.3785
H -2.179 -4.794 4.966 -0.014 0.019 -0.015 0.4047
H -0.960 -2.688 5.276 -0.006 0.007 -0.011 0.4231

---

No. 3
79
Properties=species:S:1:pos:R:3:forces:R:3:mulliken_charge:R:1 method="wB97M-V/def2-TZVPD" homo_lumo_gap_ev="6.9 / 6.9" spin_multiplicity=2 s2=0.756 total_energy_ha=-2910.5318 charge=+1
Re 0.393 0.004 -0.450 0.189 0.106 0.025 0.5920
O 0.321 1.040 -2.052 -0.050 -0.021 -0.031 -0.1848
C -0.393 2.082 -2.497 0.007 -0.080 -0.002 0.5278
C 0.042 2.740 -3.644 -0.012 0.012 -0.015 -0.6830
C -0.707 3.777 -4.171 0.023 -0.026 0.016 -0.5588
C -1.899 4.170 -3.567 -0.024 0.017 0.005 -0.8333
C -2.322 3.524 -2.425 0.002 0.000 0.008 -0.9433
C -1.584 2.473 -1.865 0.007 0.040 -0.065 0.6360
C -2.061 1.875 -0.638 0.009 -0.038 0.039 -0.1972
N -1.489 0.910 -0.010 -0.075 0.139 -0.076 0.8014
N -2.067 0.571 1.204 0.032 -0.036 0.123 -0.9356
C -1.293 -0.257 1.831 -0.202 -0.076 -0.218 0.0456
O -0.186 -0.697 1.278 0.151 0.052 0.043 -0.5041
C -1.646 -0.771 3.162 0.039 0.020 0.029 0.7316
C -0.841 -1.734 3.764 -0.006 -0.009 -0.012 -0.2564
C -1.177 -2.229 5.015 -0.018 -0.016 -0.001 -0.7864
C -2.312 -1.765 5.664 0.007 -0.008 0.003 -0.4188
C -3.114 -0.801 5.064 0.001 0.002 -0.013 -0.8079
C -2.784 -0.303 3.816 0.031 0.040 0.048 -0.2941
H 0.976 2.431 -4.096 -0.008 -0.011 0.001 0.5045
H -0.358 4.288 -5.059 0.001 0.000 -0.001 0.4505
H -2.480 4.983 -3.980 0.002 -0.001 -0.002 0.4274
H -3.236 3.835 -1.933 -0.001 -0.002 0.003 0.4421
H -2.950 2.296 -0.176 -0.004 -0.010 0.005 0.4361
H 0.040 -2.092 3.249 0.001 0.010 -0.003 0.4917
H -0.550 -2.975 5.484 -0.002 -0.001 0.003 0.4326
H -2.570 -2.150 6.641 0.000 -0.002 0.001 0.4204
H -3.994 -0.434 5.576 -0.001 0.005 0.004 0.4176
H -3.393 0.454 3.342 0.004 0.001 -0.007 0.4743
C -0.556 -1.042 -4.701 -0.046 0.020 0.020 -0.7480
N -1.727 -0.942 -3.836 0.102 0.185 0.055 0.3680
C -2.968 -0.493 -4.231 -0.038 -0.126 -0.065 -0.7381
C -3.782 -0.595 -3.163 -0.046 -0.052 0.006 -0.3549
N -3.026 -1.100 -2.121 0.102 0.129 0.022 0.5042
C -1.748 -1.275 -2.534 -0.087 -0.265 0.008 -0.3095
S -0.336 -1.863 -1.694 -0.128 -0.089 -0.051 -0.4095
C -3.564 -1.410 -0.825 -0.044 0.025 0.020 0.7183
C -4.568 -0.612 -0.304 0.000 0.008 0.002 -0.4011
C -5.070 -0.960 0.938 0.006 -0.008 0.014 -0.7216
C -4.539 -2.057 1.596 -0.024 -0.025 -0.027 -0.3479
C -3.533 -2.778 0.971 -0.030 -0.008 -0.007 -0.5978
N -3.061 -2.471 -0.235 0.015 -0.005 -0.005 -0.3998
H -0.844 -0.711 -5.695 0.001 0.014 0.010 0.3172
H -0.216 -2.074 -4.741 0.000 0.005 0.004 0.3416
H 0.241 -0.417 -4.312 0.052 0.051 0.040 0.2333
H -3.167 -0.179 -5.240 -0.004 0.016 0.008 0.5004
H -4.835 -0.407 -3.064 0.007 0.023 0.000 0.5701
H -4.924 0.265 -0.827 -0.001 0.000 -0.010 0.3191
H -5.851 -0.367 1.394 -0.004 0.000 -0.001 0.4295
H -4.888 -2.348 2.576 0.002 -0.006 -0.007 0.4703
H -3.091 -3.645 1.446 0.003 -0.001 0.009 0.4602
C 5.583 3.563 -4.356 0.006 -0.004 -0.005 -1.4869
C 4.921 2.878 -3.195 0.000 0.008 0.002 0.9683
C 4.317 1.634 -3.357 -0.001 -0.007 0.017 -0.9069
C 3.683 1.000 -2.300 -0.034 0.032 -0.013 -0.0169
C 3.667 1.623 -1.061 0.045 -0.031 0.052 0.6453
C 4.272 2.859 -0.865 0.026 -0.009 0.008 -0.8199
C 4.888 3.479 -1.936 0.001 0.005 -0.011 -0.8859
S 2.874 0.888 0.324 0.056 0.085 -0.080 1.0321
O 1.566 1.582 0.516 -0.020 -0.049 -0.038 -0.6498
O 3.759 0.882 1.439 -0.034 -0.060 0.016 -0.6207
N 2.286 -0.547 -0.199 -0.030 0.033 0.189 0.5891
C 3.020 -1.765 -0.239 0.039 -0.053 -0.139 0.6102
C 4.351 -1.874 0.151 0.005 0.000 -0.022 -0.7674
C 4.945 -3.121 0.048 0.018 0.034 0.014 -0.5171
C 4.210 -4.194 -0.427 -0.030 -0.008 -0.018 -0.6887
C 2.891 -3.969 -0.787 0.022 -0.023 0.001 -0.3685
N 2.307 -2.779 -0.701 -0.009 0.033 0.064 -0.0779
H 6.100 2.845 -4.992 -0.001 0.000 -0.002 0.3727
H 6.304 4.306 -4.019 0.000 0.000 0.002 0.3967
H 4.841 4.075 -4.972 -0.003 0.001 0.004 0.2910
H 4.351 1.147 -4.324 -0.001 -0.001 -0.002 0.4219
H 3.212 0.037 -2.441 0.010 -0.003 -0.007 0.2659
H 4.267 3.324 0.112 0.000 -0.007 0.003 0.4786
H 5.362 4.441 -1.792 0.003 -0.001 0.000 0.3929
H 4.902 -1.030 0.536 -0.005 0.025 0.009 0.4328
H 5.978 -3.248 0.345 -0.001 0.002 0.000 0.4300
H 4.642 -5.180 -0.516 -0.002 -0.002 0.002 0.4168
H 2.271 -4.774 -1.163 -0.002 -0.002 0.000 0.4305